--- w ---
Entry from the OMol25 dataset: a 2-piece molecular cluster, C3H11N2S overall (ωB97M-V with the def2-TZVPD basis set).

Geometry (Å):
C (-3.29, -1.32, 0.96)
C (-2.77, -0.01, 0.37)
S (-0.92, 0.07, 0.50)
H (-2.71, -1.47, 1.87)
H (-3.04, -2.18, 0.34)
H (-4.36, -1.30, 1.13)
H (-3.04, 0.18, -0.67)
H (-3.12, 0.83, 0.97)
H (-0.92, 1.07, 1.43)
N (1.88, 0.90, -0.81)
C (2.95, 0.12, -0.89)
N (4.19, 0.52, -0.96)
H (2.10, 1.85, -0.52)
H (1.02, 0.39, -0.56)
H (2.69, -0.91, -1.10)
H (4.87, -0.19, -1.18)
H (4.49, 1.47, -0.87)

Results
- LUMO level (eV) = -3.658
- E_HOMO (Ha) = -0.464
- net charge = +1
- Kohn-Sham gap (Eh) = 0.32977
- multiplicity = 1

Okay, here come the Löwdin numbers, in e, for every atom: atom 1 (C): -0.164, atom 2 (C): -0.541, atom 3 (S): 0.710, atom 4 (H): 0.058, atom 5 (H): 0.069, atom 6 (H): 0.077, atom 7 (H): 0.062, atom 8 (H): 0.062, atom 9 (H): -0.104, atom 10 (N): 0.167, atom 11 (C): -0.164, atom 12 (N): 0.201, atom 13 (H): 0.138, atom 14 (H): -0.025, atom 15 (H): 0.167, atom 16 (H): 0.140, atom 17 (H): 0.146

--- x ---
Entry from the OMol25 dataset: a 2-piece molecular cluster, C3H11N2S overall (ωB97M-V with the def2-TZVPD basis set).

Geometry (Å):
C (-1.20, -0.78, -0.14)
C (3.06, -1.25, -0.04)
C (-1.92, 1.45, 0.00)
N (-1.51, 1.56, 1.21)
N (-1.83, 0.39, -0.73)
S (2.04, 0.25, -0.07)
H (-1.82, -0.97, 0.78)
H (-1.25, -1.66, -0.90)
H (-0.11, -0.49, 0.03)
H (3.99, -1.33, -0.52)
H (2.42, -2.07, -0.42)
H (3.30, -1.54, 0.93)
H (-2.38, 2.36, -0.39)
H (-1.39, 2.46, 1.59)
H (-1.03, 0.82, 1.69)
H (1.84, 0.43, -1.32)
H (-2.23, 0.37, -1.71)

Results
- LUMO level (eV) = -3.085
- E_HOMO (Ha) = -0.460
- net charge = +1
- Kohn-Sham gap (Eh) = 0.34679
- multiplicity = 1

Okay, here come the Löwdin numbers, in e, for every atom: atom 1 (C): -0.079, atom 2 (C): -0.418, atom 3 (C): -0.193, atom 4 (N): 0.216, atom 5 (N): 0.003, atom 6 (S): 0.703, atom 7 (H): 0.117, atom 8 (H): 0.138, atom 9 (H): -0.015, atom 10 (H): 0.023, atom 11 (H): 0.041, atom 12 (H): 0.011, atom 13 (H): 0.175, atom 14 (H): 0.128, atom 15 (H): 0.126, atom 16 (H): -0.177, atom 17 (H): 0.202

It comes down to w, which is 14.7 kcal/mol more stable than the next structure.

--- w ---
Entry from the OMol25 dataset: a 2-piece molecular cluster, C3H11N2S overall (ωB97M-V with the def2-TZVPD basis set).

Geometry (Å):
C (1.64, 1.18, 0.20)
C (1.01, 0.46, -0.91)
C (-0.95, -0.67, 0.39)
N (-2.36, -0.56, -0.06)
N (1.66, -0.70, -1.20)
S (-0.81, -0.08, 2.15)
H (1.53, 2.24, 0.08)
H (1.22, 1.07, 1.19)
H (2.64, 0.79, 0.28)
H (0.44, 0.80, -1.78)
H (-0.57, -1.72, 0.43)
H (-2.57, -1.02, -1.00)
H (-2.97, -0.97, 0.70)
H (2.03, -1.36, -0.53)
H (1.10, -1.19, -1.91)
H (-2.68, 0.44, -0.01)
H (-0.36, 1.27, 1.98)

Results
- LUMO level (eV) = -3.723
- E_HOMO (Ha) = -0.436
- net charge = +1
- Kohn-Sham gap (Eh) = 0.29932
- multiplicity = 1

Okay, here come the Löwdin numbers, in e, for every atom: atom 1 (C): -0.080, atom 2 (C): -0.131, atom 3 (C): -0.590, atom 4 (N): 0.019, atom 5 (N): 0.090, atom 6 (S): 0.666, atom 7 (H): 0.096, atom 8 (H): 0.003, atom 9 (H): 0.104, atom 10 (H): 0.136, atom 11 (H): 0.044, atom 12 (H): 0.181, atom 13 (H): 0.149, atom 14 (H): 0.123, atom 15 (H): 0.127, atom 16 (H): 0.162, atom 17 (H): -0.099

--- x ---
Entry from the OMol25 dataset: a 2-piece molecular cluster, C3H11N2S overall (ωB97M-V with the def2-TZVPD basis set).

Geometry (Å):
C (-1.22, -1.84, 0.83)
C (-1.86, -1.03, -0.32)
S (-1.95, 0.77, 0.01)
H (-0.77, -2.69, 0.30)
H (-1.82, -2.29, 1.61)
H (-0.47, -1.24, 1.35)
H (-1.25, -1.16, -1.21)
H (-2.86, -1.35, -0.61)
H (-2.41, 0.70, 1.28)
N (1.90, 1.45, -0.71)
C (2.75, 0.50, -0.44)
N (2.59, -0.41, 0.51)
H (1.34, 1.99, -0.06)
H (1.84, 1.81, -1.65)
H (3.46, 0.22, -1.22)
H (3.08, -1.28, 0.52)
H (1.70, -0.25, 0.98)

Results
- LUMO level (eV) = -4.298
- E_HOMO (Ha) = -0.450
- net charge = +1
- Kohn-Sham gap (Eh) = 0.29245
- multiplicity = 1

Okay, here come the Löwdin numbers, in e, for every atom: atom 1 (C): -0.169, atom 2 (C): -0.608, atom 3 (S): 0.647, atom 4 (H): 0.069, atom 5 (H): 0.078, atom 6 (H): 0.030, atom 7 (H): 0.053, atom 8 (H): 0.065, atom 9 (H): -0.124, atom 10 (N): 0.195, atom 11 (C): -0.152, atom 12 (N): 0.204, atom 13 (H): 0.134, atom 14 (H): 0.145, atom 15 (H): 0.164, atom 16 (H): 0.143, atom 17 (H): 0.126

It comes down to x, which is 66.9 kcal/mol more stable than the next structure.

--- w ---
Entry from the OMol25 dataset: a 2-piece molecular cluster, C2H8ClN2O2 overall (ωB97M-V with the def2-TZVPD basis set).

Geometry (Å):
C (0.76, 1.07, -0.06)
C (-0.12, 0.13, -0.81)
N (0.34, -1.07, -1.06)
N (1.48, 0.23, 0.85)
O (-1.24, 0.55, -1.27)
O (-1.41, -0.80, 0.96)
Cl (-2.50, 0.45, 1.54)
H (1.54, 1.59, -0.67)
H (0.08, 1.98, 0.40)
H (-0.12, -1.97, -1.36)
H (1.28, -1.15, -0.44)
H (1.00, -0.08, 1.72)
H (2.15, 0.83, 1.23)
H (-1.73, -1.71, 0.96)
H (-1.51, -0.03, -1.99)

Results
- LUMO level (eV) = -4.311
- E_HOMO (Ha) = -0.541
- net charge = +1
- Kohn-Sham gap (Eh) = 0.38223
- multiplicity = 1

Okay, here come the Löwdin numbers, in e, for every atom: atom 1 (C): -0.175, atom 2 (C): -0.453, atom 3 (N): 0.203, atom 4 (N): 0.007, atom 5 (O): 0.155, atom 6 (O): -0.561, atom 7 (Cl): 0.665, atom 8 (H): 0.162, atom 9 (H): 0.192, atom 10 (H): 0.178, atom 11 (H): 0.192, atom 12 (H): 0.119, atom 13 (H): 0.078, atom 14 (H): 0.075, atom 15 (H): 0.162

--- x ---
Entry from the OMol25 dataset: an isolated ion of composition C2H8ClN2O2 and charge +1 (ωB97M-V with the def2-TZVPD basis set).

Geometry (Å):
C (0.12, -0.33, 1.07)
C (0.31, 0.36, -0.28)
N (1.57, 0.86, -0.49)
N (-1.26, -0.86, 1.07)
O (-0.69, 1.31, -0.35)
O (-0.13, -0.73, -1.34)
Cl (0.34, -0.40, -2.93)
H (0.85, -1.13, 1.23)
H (0.23, 0.44, 1.83)
H (2.34, 0.22, -0.32)
H (1.70, 1.35, -1.36)
H (-1.57, -1.22, 1.97)
H (-1.32, -1.58, 0.33)
H (-1.85, -0.06, 0.76)
H (-0.65, 1.78, -1.19)

Results
- SMILES string = N[C@](O)(C[NH3+])OCl
- LUMO level (eV) = -3.797
- E_HOMO (Ha) = -0.518
- net charge = +1
- Kohn-Sham gap (Eh) = 0.37852
- multiplicity = 1

Okay, here come the Löwdin numbers, in e, for every atom: atom 1 (C): -0.046, atom 2 (C): -0.659, atom 3 (N): 0.147, atom 4 (N): 0.212, atom 5 (O): 0.048, atom 6 (O): -0.611, atom 7 (Cl): 0.717, atom 8 (H): 0.153, atom 9 (H): 0.159, atom 10 (H): 0.120, atom 11 (H): 0.094, atom 12 (H): 0.188, atom 13 (H): 0.173, atom 14 (H): 0.174, atom 15 (H): 0.130

It comes down to x, which is 27.3 kcal/mol more stable than the next structure.

--- w ---
Entry from the OMol25 dataset: C8H13NO2 in the gas phase (ωB97M-V with the def2-TZVPD basis set).

Geometry (Å):
C (2.97, 1.62, -0.09)
C (1.58, -0.06, 0.99)
C (0.18, -0.69, 1.28)
C (-0.15, -1.56, 0.10)
C (-1.55, -1.10, -0.27)
C (-1.45, 0.38, -0.80)
C (-2.49, 1.18, -0.45)
C (1.85, -0.64, -0.41)
H (2.83, 2.51, 0.63)
H (3.16, 2.15, -1.05)
H (3.90, 1.18, 0.44)
H (2.33, 0.03, 1.88)
H (-0.56, 0.22, 1.53)
H (0.32, -1.21, 2.30)
H (0.09, -2.63, 0.26)
H (-2.26, -1.29, 0.61)
H (-1.99, -1.90, -1.04)
H (-0.39, 0.54, -1.32)
H (-2.66, 2.24, -0.84)
H (-3.86, 1.68, 0.60)
H (2.88, -0.91, -0.72)
N (1.63, 0.87, -0.25)
O (-3.43, 0.81, 0.54)
O (0.81, -1.25, -1.00)

Results
- SMILES string = CN1[C@@H]2O[C@H](C/C=C\O)C[C@@H]21
- LUMO level (eV) = 0.838
- E_HOMO (Ha) = -0.312
- Kohn-Sham gap (Eh) = 0.34287
- multiplicity = 1

Okay, here come the Löwdin numbers, in e, for every atom: atom 1 (C): -0.126, atom 2 (C): -0.183, atom 3 (C): -0.127, atom 4 (C): -0.302, atom 5 (C): -0.164, atom 6 (C): -0.078, atom 7 (C): -0.194, atom 8 (C): -0.334, atom 9 (H): 0.083, atom 10 (H): 0.069, atom 11 (H): 0.092, atom 12 (H): 0.161, atom 13 (H): 0.154, atom 14 (H): 0.134, atom 15 (H): 0.158, atom 16 (H): 0.128, atom 17 (H): 0.145, atom 18 (H): 0.141, atom 19 (H): 0.128, atom 20 (H): 0.086, atom 21 (H): 0.155, atom 22 (N): -0.028, atom 23 (O): -0.045, atom 24 (O): -0.052

--- x ---
Entry from the OMol25 dataset: a 2-piece molecular cluster, C8H13NO2 overall (ωB97M-V with the def2-TZVPD basis set).

Geometry (Å):
C (-3.87, -0.24, -0.54)
C (-2.72, -0.51, 0.39)
C (-2.34, 0.74, 1.16)
C (-1.35, -0.39, -0.30)
C (1.99, -0.70, 0.34)
C (2.06, 0.72, -0.17)
C (3.54, 0.49, -0.51)
C (3.31, -1.04, -0.34)
H (-3.71, 0.67, -1.17)
H (-2.93, -1.43, 0.94)
H (-1.85, 0.51, 2.10)
H (-3.09, 1.52, 1.28)
H (-0.50, 1.42, 0.32)
H (-0.59, -0.97, 0.21)
H (-1.32, -0.59, -1.36)
H (1.42, 0.82, -1.07)
H (1.79, 1.55, 0.50)
H (3.84, 0.85, -1.50)
H (4.20, 0.93, 0.22)
H (3.07, -1.57, -1.28)
H (4.05, -1.63, 0.20)
N (-1.41, 1.02, 0.05)
O (-4.87, -0.90, -0.61)
O (1.29, -1.29, 1.14)

Results
- SMILES string = O=CC1CNC1.O=C1CCC1
- LUMO level (eV) = 0.667
- E_HOMO (Ha) = -0.334
- Kohn-Sham gap (Eh) = 0.35900
- multiplicity = 1

Okay, here come the Löwdin numbers, in e, for every atom: atom 1 (C): -0.244, atom 2 (C): -0.247, atom 3 (C): -0.157, atom 4 (C): -0.178, atom 5 (C): -0.396, atom 6 (C): -0.121, atom 7 (C): -0.152, atom 8 (C): -0.083, atom 9 (H): 0.137, atom 10 (H): 0.145, atom 11 (H): 0.118, atom 12 (H): 0.111, atom 13 (H): 0.082, atom 14 (H): 0.080, atom 15 (H): 0.109, atom 16 (H): 0.125, atom 17 (H): 0.117, atom 18 (H): 0.108, atom 19 (H): 0.103, atom 20 (H): 0.126, atom 21 (H): 0.117, atom 22 (N): -0.037, atom 23 (O): 0.058, atom 24 (O): 0.077

It comes down to x, which is 51.5 kcal/mol more stable than the next structure.

--- w ---
Entry from the OMol25 dataset: C7H14N2 as an isolated structure (ωB97M-V with the def2-TZVPD basis set).

Geometry (Å):
C (1.18, 1.82, -3.10)
C (0.35, 0.75, -2.47)
C (0.32, 1.10, -0.86)
C (-0.66, 0.41, 1.44)
C (-0.27, -1.20, 3.11)
C (-0.27, -1.73, 0.78)
C (0.08, -0.96, -0.29)
H (1.90, 1.30, -4.23)
H (0.11, 2.68, -3.41)
H (1.97, 2.34, -2.28)
H (0.71, -0.31, -2.40)
H (-0.51, 0.80, -3.03)
H (1.45, 0.96, -0.76)
H (0.00, 2.10, -0.63)
H (-1.64, 0.93, 1.47)
H (0.25, 1.16, 1.75)
H (-0.88, -1.00, 4.19)
H (0.29, -2.30, 3.04)
H (0.81, -0.67, 3.44)
H (-0.26, -2.72, 0.92)
H (0.42, -1.52, -1.10)
N (-0.47, 0.23, -0.14)
N (-0.82, -0.93, 1.77)

Results
- LUMO level (eV) = 0.971
- E_HOMO (Ha) = -0.262
- Kohn-Sham gap (Eh) = 0.29738
- multiplicity = 1

Okay, here come the Löwdin numbers, in e, for every atom: atom 1 (C): -0.191, atom 2 (C): -0.320, atom 3 (C): -0.240, atom 4 (C): -0.125, atom 5 (C): -0.132, atom 6 (C): -0.093, atom 7 (C): -0.166, atom 8 (H): 0.161, atom 9 (H): 0.162, atom 10 (H): 0.102, atom 11 (H): 0.088, atom 12 (H): 0.049, atom 13 (H): 0.126, atom 14 (H): 0.107, atom 15 (H): 0.124, atom 16 (H): 0.164, atom 17 (H): 0.123, atom 18 (H): 0.114, atom 19 (H): 0.104, atom 20 (H): 0.071, atom 21 (H): 0.094, atom 22 (N): -0.121, atom 23 (N): -0.201

--- x ---
Entry from the OMol25 dataset: C7H14N2 in the gas phase (ωB97M-V with the def2-TZVPD basis set).

Geometry (Å):
C (2.05, -0.15, -0.51)
C (1.74, 1.30, 0.11)
C (0.13, 1.15, 0.00)
C (-1.45, 1.45, -0.09)
C (-1.71, -1.24, 0.07)
C (-0.08, -1.15, 0.14)
C (-0.03, 0.11, 1.01)
H (3.20, -0.32, -0.56)
H (1.71, -0.22, -1.55)
H (2.32, 2.14, -0.45)
H (2.01, 1.42, 1.15)
H (0.08, 0.80, -1.09)
H (-1.77, 2.24, -0.81)
H (-1.83, 1.74, 0.88)
H (-1.76, 0.02, -1.56)
H (-2.26, -1.45, 1.06)
H (-2.28, -1.91, -0.61)
H (-0.18, -0.88, -0.93)
H (-0.95, 0.19, 1.54)
H (0.85, -0.12, 1.68)
H (1.72, -2.38, -0.49)
N (-2.05, 0.09, -0.48)
N (1.37, -1.53, 0.10)

Results
- SMILES string = C1C[C@@H]2CNC[C@@H](C2)N1
- LUMO level (eV) = 0.948
- E_HOMO (Ha) = -0.289
- Kohn-Sham gap (Eh) = 0.32395
- multiplicity = 1

Okay, here come the Löwdin numbers, in e, for every atom: atom 1 (C): -0.144, atom 2 (C): -0.114, atom 3 (C): -0.270, atom 4 (C): -0.154, atom 5 (C): -0.188, atom 6 (C): -0.280, atom 7 (C): -0.224, atom 8 (H): 0.119, atom 9 (H): 0.089, atom 10 (H): 0.123, atom 11 (H): 0.079, atom 12 (H): 0.106, atom 13 (H): 0.115, atom 14 (H): 0.087, atom 15 (H): 0.155, atom 16 (H): 0.120, atom 17 (H): 0.107, atom 18 (H): 0.084, atom 19 (H): 0.091, atom 20 (H): 0.141, atom 21 (H): 0.126, atom 22 (N): -0.104, atom 23 (N): -0.065

It comes down to w, which is 5.5 kcal/mol more stable than the next structure.